(w)
C32H40N8 | ωB97M-V/def2-TZVPD

Values from the calculation:
Multiplicity: 1
Net charge: 0
SMILES: c1cc[nH]c1.c1cc[nH]c1.c1cc[nH]c1.c1cc[nH]c1.c1cc[nH]c1.c1cc[nH]c1.c1cc[nH]c1.c1cc[nH]c1

Atoms and positions in Å:
C 5.362 -1.960 1.300
C 5.930 -0.681 1.513
C 7.281 -0.765 1.307
N 7.538 -2.066 0.939
C 6.385 -2.798 0.934
H 4.320 -2.224 1.363
H 5.435 0.195 1.900
H 8.089 -0.111 1.580
H 8.451 -2.456 0.800
H 6.376 -3.838 0.660
C -5.944 -2.232 1.899
C -4.880 -2.085 2.831
C -3.721 -2.417 2.174
N -4.030 -2.635 0.867
C -5.392 -2.628 0.712
H -6.993 -2.046 2.068
H -4.885 -1.700 3.836
H -2.695 -2.338 2.491
H -3.399 -2.887 0.122
H -5.822 -2.892 -0.238
C 0.203 2.877 -2.704
C -0.306 3.597 -1.596
C -1.570 3.176 -1.375
N -1.858 2.225 -2.302
C -0.782 2.024 -3.112
H 1.171 2.943 -3.170
H 0.207 4.369 -1.048
H -2.274 3.477 -0.622
H -2.727 1.725 -2.323
H -0.915 1.336 -3.931
C 1.449 -1.353 -0.008
C 0.532 -1.116 1.053
C -0.287 -0.092 0.664
N 0.192 0.387 -0.523
C 1.201 -0.408 -0.981
H 2.264 -2.058 -0.020
H 0.455 -1.635 1.995
H -1.074 0.384 1.220
H -0.177 1.166 -1.045
H 1.665 -0.225 -1.934
C -4.900 1.580 0.538
C -4.787 2.913 0.028
C -6.030 3.311 -0.340
N -6.892 2.300 -0.050
C -6.226 1.257 0.538
H -4.125 0.924 0.907
H -3.894 3.504 -0.062
H -6.399 4.225 -0.771
H -7.890 2.340 -0.122
H -6.700 0.356 0.882
C -2.947 -3.517 -2.169
C -2.418 -4.537 -1.322
C -1.167 -4.140 -0.934
N -0.872 -2.969 -1.577
C -1.947 -2.579 -2.316
H -3.856 -3.491 -2.747
H -2.914 -5.420 -0.955
H -0.434 -4.590 -0.286
H -0.010 -2.453 -1.417
H -1.858 -1.712 -2.950
C 5.806 0.209 -3.986
C 6.924 -0.688 -4.048
C 7.024 -1.298 -2.821
N 6.019 -0.818 -2.012
C 5.267 0.083 -2.722
H 5.499 0.925 -4.728
H 7.578 -0.779 -4.900
H 7.685 -2.062 -2.455
H 5.867 -1.140 -1.071
H 4.478 0.672 -2.284
C 0.955 3.905 3.385
C 0.066 2.921 2.867
C -0.992 2.812 3.744
N -0.738 3.657 4.796
C 0.426 4.354 4.558
H 1.892 4.234 2.971
H 0.094 2.432 1.907
H -1.875 2.202 3.721
H -1.305 3.814 5.606
H 0.818 5.023 5.304

Mulliken atomic charge list, values in e, 8 entries:
1. C -0.272
2. C -0.514
3. C -0.482
4. N 0.048
5. C -0.660
6. H 0.480
7. H 0.416
8. H 0.400



(x)
C32H40N8 | ωB97M-V/def2-TZVPD

Values from the calculation:
Multiplicity: 1
Net charge: 0
SMILES: c1cc[nH]c1.c1cc[nH]c1.c1cc[nH]c1.c1cc[nH]c1.c1cc[nH]c1.c1cc[nH]c1.c1cc[nH]c1.c1cc[nH]c1

Atoms and positions in Å:
C 2.408 -4.634 2.648
C 2.349 -4.266 1.272
C 2.233 -2.904 1.229
N 2.213 -2.441 2.513
C 2.315 -3.481 3.383
H 2.463 -5.651 3.002
H 2.448 -4.961 0.455
H 2.211 -2.195 0.417
H 2.248 -1.455 2.733
H 2.343 -3.349 4.451
C 2.000 6.114 -3.034
C 1.673 5.128 -2.065
C 0.551 4.483 -2.505
N 0.207 5.005 -3.716
C 1.078 6.021 -4.040
H 2.809 6.826 -3.025
H 2.150 4.974 -1.112
H 0.002 3.670 -2.059
H -0.628 4.808 -4.239
H 0.908 6.557 -4.958
C -2.547 -4.624 0.919
C -2.697 -6.026 1.153
C -1.565 -6.450 1.792
N -0.739 -5.374 1.959
C -1.323 -4.264 1.418
H -3.234 -3.962 0.419
H -3.552 -6.603 0.842
H -1.340 -7.430 2.179
H 0.165 -5.390 2.403
H -0.842 -3.301 1.471
C -1.739 -0.961 0.265
C -1.830 0.460 0.333
C -0.753 0.971 -0.344
N -0.017 -0.080 -0.815
C -0.589 -1.262 -0.420
H -2.433 -1.648 0.721
H -2.629 1.021 0.790
H -0.435 1.984 -0.521
H 0.901 -0.027 -1.227
H -0.094 -2.191 -0.649
C -0.326 4.076 1.863
C -0.232 3.689 3.226
C -1.223 4.341 3.898
N -1.896 5.122 2.999
C -1.371 4.949 1.750
H 0.283 3.724 1.045
H 0.541 3.080 3.668
H -1.392 4.392 4.960
H -2.713 5.649 3.251
H -1.663 5.578 0.926
C 2.200 0.605 3.889
C 1.174 0.058 4.709
C 0.081 -0.149 3.904
N 0.399 0.267 2.649
C 1.684 0.735 2.623
H 3.161 0.933 4.252
H 1.292 -0.216 5.744
H -0.875 -0.599 4.108
H -0.264 0.389 1.894
H 2.079 1.140 1.706
C -4.426 -0.914 -4.362
C -3.228 -1.142 -5.088
C -2.196 -1.136 -4.188
N -2.728 -0.886 -2.953
C -4.080 -0.761 -3.046
H -5.424 -0.965 -4.764
H -3.149 -1.303 -6.151
H -1.133 -1.254 -4.307
H -2.176 -0.842 -2.110
H -4.675 -0.530 -2.180
C 1.650 -0.026 -3.577
C 2.202 -1.224 -3.045
C 3.190 -0.875 -2.163
N 3.247 0.498 -2.130
C 2.323 1.019 -2.994
H 0.959 0.078 -4.396
H 1.953 -2.234 -3.327
H 3.870 -1.454 -1.562
H 3.955 1.009 -1.633
H 2.237 2.086 -3.122

Mulliken atomic charge list, values in e, 8 entries:
1. C -1.182
2. C -0.562
3. C -0.369
4. N 0.127
5. C -0.226
6. H 0.626
7. H 0.400
8. H 0.342



(y)
C32H40N8 | ωB97M-V/def2-TZVPD

Values from the calculation:
Multiplicity: 1
Net charge: 0
SMILES: c1cc[nH]c1.c1cc[nH]c1.c1cc[nH]c1.c1cc[nH]c1.c1cc[nH]c1.c1cc[nH]c1.c1cc[nH]c1.c1cc[nH]c1

Atoms and positions in Å:
C -3.812 2.139 2.551
C -4.292 0.888 2.985
C -5.052 1.065 4.139
N -4.891 2.339 4.570
C -4.303 3.101 3.550
H -3.292 2.308 1.619
H -4.222 -0.010 2.389
H -5.568 0.377 4.792
H -5.371 2.709 5.378
H -4.292 4.167 3.720
C -0.495 -4.356 -3.700
C 0.425 -3.402 -3.180
C 1.654 -3.977 -3.282
N 1.519 -5.173 -3.845
C 0.240 -5.445 -4.016
H -1.574 -4.297 -3.694
H 0.092 -2.406 -2.928
H 2.662 -3.635 -3.101
H 2.265 -5.792 -4.131
H -0.077 -6.353 -4.507
C 4.055 -0.806 -2.305
C 4.499 -1.943 -1.490
C 5.758 -2.390 -1.975
N 6.092 -1.515 -2.974
C 5.127 -0.524 -3.186
H 3.112 -0.309 -2.137
H 4.021 -2.420 -0.647
H 6.468 -3.135 -1.647
H 6.986 -1.582 -3.440
H 5.128 0.173 -4.011
C -3.609 4.356 -1.253
C -3.354 5.687 -1.220
C -2.186 5.946 -1.876
N -1.705 4.757 -2.328
C -2.634 3.790 -2.001
H -4.461 4.014 -0.684
H -4.130 6.295 -0.780
H -1.650 6.862 -2.076
H -0.833 4.659 -2.828
H -2.432 2.773 -2.303
C -1.201 -6.405 0.849
C -1.212 -5.098 1.277
C -0.821 -4.286 0.205
N -0.680 -5.150 -0.864
C -0.884 -6.423 -0.485
H -1.547 -7.263 1.405
H -1.540 -4.778 2.255
H -0.698 -3.216 0.131
H -0.517 -4.823 -1.805
H -0.906 -7.171 -1.264
C 0.329 4.449 1.552
C -0.824 4.132 2.305
C -0.544 3.052 3.063
N 0.721 2.703 2.849
C 1.283 3.521 1.886
H 0.391 5.289 0.877
H -1.745 4.679 2.439
H -1.179 2.462 3.708
H 1.223 1.947 3.292
H 2.288 3.432 1.500
C 0.068 0.080 -1.498
C -1.277 -0.137 -1.136
C -1.726 0.923 -0.321
N -0.632 1.701 -0.125
C 0.448 1.138 -0.706
H 0.662 -0.491 -2.197
H -1.886 -0.977 -1.437
H -2.672 1.186 0.127
H -0.609 2.562 0.402
H 1.406 1.636 -0.679
C 3.187 0.846 1.454
C 3.575 1.106 2.801
C 2.964 0.170 3.611
N 2.223 -0.631 2.744
C 2.312 -0.221 1.454
H 3.486 1.405 0.580
H 4.236 1.872 3.179
H 2.976 -0.048 4.669
H 1.679 -1.402 3.104
H 1.772 -0.709 0.655

Mulliken atomic charge list, values in e, 8 entries:
1. C 0.386
2. C -0.459
3. C -0.649
4. N 0.022
5. C -0.984
6. H 0.236
7. H 0.454
8. H 0.379



Which structure is the least stable? The one labeled (y).



(w)
C5H12OS | ωB97M-V/def2-TZVPD

Values from the calculation:
Multiplicity: 1
Net charge: 0
SMILES: C1CCSCC1.O

Atoms and positions in Å:
C -1.129 0.517 0.510
C -0.571 0.393 -0.935
C 0.893 -0.141 -0.876
S 1.977 1.107 -0.055
C 1.116 0.840 1.548
C -0.363 1.347 1.526
H -1.245 -0.498 0.936
H -2.127 0.996 0.502
H -0.558 1.402 -1.389
H -1.166 -0.266 -1.596
H 1.253 -0.341 -1.904
H 0.845 -1.110 -0.343
H 1.679 1.451 2.279
H 1.182 -0.216 1.871
H -0.909 1.208 2.478
H -0.441 2.415 1.246
O 0.062 -2.955 -2.267
H 0.326 -3.538 -1.519
H -0.824 -2.611 -2.013

natural (NBO) atomic charge list, values in e, 8 entries:
1. C -0.400
2. C -0.411
3. C -0.521
4. S 0.183
5. C -0.529
6. C -0.409
7. H 0.185
8. H 0.207



(x)
C5H12OS | ωB97M-V/def2-TZVPD

Values from the calculation:
Multiplicity: 1
Net charge: 0

Atoms and positions in Å:
C 1.613 2.166 -2.115
C 0.363 -2.120 0.154
C -2.416 -1.121 1.741
C 0.834 1.332 -1.002
C 0.409 -1.296 1.028
O -0.722 1.013 1.902
S -1.079 -0.065 0.946
H 1.398 1.573 -2.980
H 1.329 3.193 -2.326
H 2.636 2.165 -1.706
H -0.632 -2.281 -0.335
H 1.090 -2.869 -0.218
H 1.430 0.884 -0.095
H -2.913 -1.723 0.954
H -2.975 -0.438 2.183
H -1.988 -1.848 2.365
H 0.453 0.429 -1.731
H 0.066 2.036 -0.532
H 1.105 -1.032 1.766

natural (NBO) atomic charge list, values in e, 8 entries:
1. C -0.626
2. C -0.394
3. C -0.777
4. C -0.640
5. C -0.339
6. O -0.976
7. S 1.193
8. H 0.202



Which structure is the least stable? The one labeled (x).



(w)
C28H54As6Cl4O2RuSe | ωB97M-V/def2-TZVPD

Values from the calculation:
Multiplicity: 6
Net charge: -1

Atoms and positions in Å:
Ru 1.190 -1.495 -0.315
C -2.346 -3.941 -0.219
As -1.565 -2.156 -0.034
C -2.281 -1.842 1.765
C -2.816 -0.962 -0.997
C -2.843 -0.909 -2.538
C -3.886 0.145 -2.932
C -1.509 -0.429 -3.146
As 0.188 -1.394 -2.851
C -0.057 -3.087 -3.809
C 1.191 -0.462 -4.228
C -3.199 -2.261 -3.173
As -4.930 -3.207 -3.010
C -5.963 -2.212 -4.351
C -5.849 -2.476 -1.436
H -3.345 -3.966 0.218
H -1.691 -4.616 0.330
H -2.387 -4.281 -1.249
H -3.361 -1.692 1.721
H -1.808 -0.972 2.204
H -2.065 -2.719 2.375
H -2.517 0.021 -0.625
H -3.820 -1.149 -0.615
H -3.582 1.127 -2.558
H -4.871 -0.081 -2.520
H -3.976 0.212 -4.021
H -1.280 0.577 -2.776
H -1.636 -0.348 -4.230
H -0.673 -2.972 -4.702
H -0.476 -3.844 -3.148
H 0.940 -3.421 -4.093
H 0.723 -0.625 -5.199
H 2.209 -0.847 -4.241
H 1.220 0.598 -3.985
H -2.459 -3.001 -2.887
H -3.099 -2.170 -4.262
H -5.466 -2.302 -5.317
H -6.070 -1.156 -4.100
H -6.950 -2.665 -4.431
H -5.343 -2.784 -0.522
H -6.844 -2.921 -1.437
H -5.947 -1.391 -1.450
Cl 4.564 4.328 -2.763
C 4.175 2.878 -1.892
C 5.129 2.253 -1.116
Cl 6.721 2.926 -0.960
C 4.796 1.068 -0.437
Cl 5.955 0.267 0.583
C 3.522 0.511 -0.502
O 3.192 -0.587 0.113
C 2.512 1.178 -1.278
O 1.319 0.654 -1.282
C 2.880 2.329 -1.975
Cl 1.682 3.078 -2.999
C -0.900 2.833 -0.403
As -0.738 1.468 0.981
C -2.211 2.198 2.076
C 0.791 2.328 1.887
C 1.309 1.748 3.215
C 0.125 1.384 4.120
C 2.226 0.529 3.041
As 1.604 -1.192 2.316
C 3.254 -2.165 2.644
C 0.612 -2.002 3.807
C 2.081 2.853 3.980
As 3.767 3.758 3.451
C 3.787 3.778 1.497
C 5.084 2.324 3.708
H -0.984 3.822 0.051
H -1.788 2.637 -1.007
H -0.028 2.775 -1.049
H -2.007 3.236 2.353
H -2.380 1.610 2.978
H -3.121 2.168 1.472
H 0.477 3.364 2.049
H 1.582 2.345 1.135
H -0.523 0.640 3.654
H -0.486 2.266 4.336
H 0.478 0.970 5.069
H 2.678 0.287 4.008
H 3.040 0.764 2.355
H 3.562 -2.024 3.682
H 4.004 -1.792 1.951
H 3.070 -3.218 2.441
H 1.221 -1.974 4.712
H 0.424 -3.041 3.537
H -0.339 -1.511 3.995
H 2.330 2.474 4.978
H 1.389 3.683 4.149
H 3.012 4.439 1.111
H 3.680 2.789 1.055
H 4.759 4.179 1.202
H 4.966 1.899 4.707
H 6.077 2.770 3.641
H 5.008 1.535 2.962
Se 1.907 -3.735 -0.546

Mulliken atomic charge list, values in e, 8 entries:
1. Ru 0.002
2. C -1.320
3. As 1.033
4. C -0.671
5. C -0.702
6. C 3.234
7. C -1.977
8. C -2.067



(x)
C28H54As6Cl4O2RuSe | ωB97M-V/def2-TZVPD

Values from the calculation:
Multiplicity: 6
Net charge: -1

Atoms and positions in Å:
Ru 0.589 0.431 -0.561
C -2.110 -2.345 1.023
As -0.365 -2.044 0.179
C 0.695 -3.063 1.458
C -0.706 -3.264 -1.343
C 0.414 -3.944 -2.151
C -0.268 -4.760 -3.257
C 1.312 -2.914 -2.860
As 2.310 -1.606 -1.778
C 3.154 -0.684 -3.267
C 3.892 -2.626 -1.203
C 1.308 -4.851 -1.292
As 0.768 -6.519 -0.370
C -1.177 -6.416 -0.093
C 0.711 -7.759 -1.897
H -2.216 -3.390 1.318
H -2.902 -2.086 0.322
H -2.197 -1.710 1.905
H 0.396 -4.111 1.506
H 0.547 -2.585 2.425
H 1.754 -2.971 1.229
H -1.273 -2.624 -2.028
H -1.393 -4.027 -0.973
H -0.811 -4.095 -3.932
H -0.981 -5.478 -2.847
H 0.472 -5.310 -3.845
H 0.690 -2.280 -3.501
H 2.026 -3.439 -3.504
H 3.752 -1.383 -3.856
H 3.782 0.109 -2.864
H 2.374 -0.234 -3.877
H 4.209 -3.325 -1.979
H 3.709 -3.164 -0.274
H 4.684 -1.899 -1.018
H 1.770 -4.258 -0.507
H 2.140 -5.202 -1.915
H -1.415 -5.653 0.646
H -1.481 -7.383 0.310
H -1.737 -6.224 -1.007
H 1.693 -7.785 -2.368
H -0.035 -7.485 -2.640
H 0.489 -8.758 -1.518
Cl 7.542 0.347 0.317
C 5.846 0.182 0.640
C 5.402 -0.607 1.681
Cl 6.535 -1.455 2.683
C 4.024 -0.724 1.924
Cl 3.454 -1.666 3.271
C 3.064 -0.087 1.133
O 1.789 -0.167 1.345
C 3.534 0.727 0.034
O 2.654 1.336 -0.714
C 4.907 0.851 -0.164
Cl 5.438 1.897 -1.448
C -4.038 0.469 0.318
As -2.305 1.404 0.214
C -2.813 2.476 -1.344
C -2.753 2.654 1.696
C -1.947 3.941 1.933
C -2.509 4.608 3.198
C -0.467 3.643 2.227
As 0.754 2.856 0.870
C 2.284 2.900 2.073
C 1.252 4.388 -0.233
C -2.009 4.915 0.746
As -3.607 5.896 0.100
C -5.198 4.919 0.725
C -3.690 7.324 1.452
H -4.855 1.188 0.233
H -4.125 -0.068 1.261
H -4.103 -0.244 -0.503
H -3.639 3.151 -1.116
H -3.112 1.771 -2.119
H -1.958 3.027 -1.730
H -2.672 2.034 2.596
H -3.809 2.904 1.585
H -2.350 3.962 4.064
H -3.579 4.796 3.114
H -2.007 5.560 3.390
H -0.407 2.932 3.059
H 0.015 4.566 2.569
H 2.301 3.853 2.604
H 3.195 2.786 1.490
H 2.211 2.072 2.776
H 1.423 5.281 0.370
H 0.497 4.587 -0.991
H 2.173 4.092 -0.736
H -1.625 4.417 -0.142
H -1.310 5.737 0.942
H -5.320 3.989 0.173
H -6.052 5.559 0.498
H -5.192 4.709 1.793
H -2.756 7.886 1.431
H -3.857 6.945 2.458
H -4.501 8.002 1.185
Se -0.304 0.597 -2.730

Mulliken atomic charge list, values in e, 8 entries:
1. Ru 0.254
2. C -1.356
3. As 0.965
4. C -0.935
5. C -1.936
6. C 3.290
7. C -2.227
8. C -1.919



Which structure is the least stable? The one labeled (x).